# 1
{
  "formula": "C4H8F3MnO5S",
  "method": "ωB97M-V with the def2-TZVPD basis set",
  "symbols": ["O", "O", "C", "O", "C", "Mn", "H", "H", "H", "H", "H", "S", "O", "O", "C", "F", "F", "F", "C", "H", "H", "H"],
  "coordinates": [[-0.90674, -0.06690, 1.78404], [-2.52630, -0.81237, 1.54117], [-2.75408, -1.06815, 0.21860], [-2.64405, 0.20018, -0.47040], [-2.47914, 0.17073, -1.88016], [-2.04849, 1.26112, 1.04965], [-3.76735, -1.46613, 0.04731], [-1.96908, -1.73042, -0.18620], [-2.52528, 1.20669, -2.22890], [-1.49304, -0.23903, -2.13968], [-3.26400, -0.45734, -2.32330], [1.32561, 0.45088, 1.43540], [1.48699, -0.67334, 0.50839], [2.70192, 0.90934, 2.10952], [1.18475, 1.96097, 0.31613], [1.93346, 1.82098, -0.74559], [-0.11430, 2.01308, -0.08340], [1.48116, 3.06624, 0.94878], [3.32953, -0.00560, 3.03672], [4.40374, 0.16346, 2.92089], [3.16426, -1.07354, 2.85527], [2.93482, 0.22742, 4.03177]],
  "atomic_forces_ev_per_a": [[-1.449, -1.201, -0.112], [0.651, 1.396, 0.604], [1.102, -1.098, -0.440], [-0.654, 0.085, -0.357], [0.296, -0.205, -0.883], [0.259, 0.738, 0.972], [0.259, 0.052, 0.361], [-0.329, 0.126, -0.079], [-0.204, -0.323, -0.032], [-0.234, 0.018, 0.142], [0.169, 0.376, 0.020], [-0.436, -1.534, -0.318], [0.269, 1.118, 0.686], [-0.246, 0.058, -0.981], [1.683, -0.697, 0.476], [-0.088, 0.086, -0.299], [-0.841, 0.295, -0.274], [-0.244, 0.546, 0.144], [0.237, -0.355, 0.685], [-0.322, 0.169, 0.302], [-0.319, 0.323, -0.482], [0.441, 0.028, -0.135]],
  "gap_ha": [0.2945, 0.2877],
  "charge": 1,
  "s2": 8.7704,
  "e_above_lowest_kcal_mol": 68.4,
  "total_energy_ha": -2381.7384,
  "homo_energy_ev": [-13.12, -13.04],
  "mol_weight_da": 280.10,
  "spin_multiplicity": 6
}

=====

# 2
{
  "formula": "C6H6ClNOS",
  "method": "ωB97M-V with the def2-TZVPD basis set",
  "symbols": ["C", "C", "C", "Cl", "N", "S", "C", "C", "C", "O", "H", "H", "H", "H", "H", "H"],
  "coordinates": [[2.25314, 0.38502, -1.18266], [1.66053, 0.06199, -0.05479], [0.93630, -1.25443, -0.09723], [1.15155, -2.45184, 1.15193], [-0.71929, -0.85723, 0.13670], [-1.32619, -1.11208, 1.59031], [-2.80204, -0.53035, 0.96874], [-2.79116, -0.29431, -0.34271], [-1.49079, -0.50879, -0.91520], [-1.05416, -0.64145, -2.03032], [2.83305, 1.23521, -1.30979], [2.19253, -0.31432, -2.00091], [1.73558, 0.68947, 0.88899], [0.84408, -1.43374, -1.19472], [-3.71883, -0.63260, 1.49691], [-3.62787, 0.05005, -0.92294]],
  "atomic_forces_ev_per_a": [[-0.330, -1.089, -0.042], [0.324, -0.216, 1.968], [-4.459, 2.605, -0.428], [1.127, -0.246, -0.586], [6.090, -0.850, -1.014], [-1.686, 0.364, 2.017], [-0.932, -0.713, 0.317], [-0.466, 1.092, -0.814], [-0.077, -1.200, 0.802], [0.127, 0.791, -2.208], [0.844, 1.565, -0.208], [0.030, 0.118, -0.344], [-0.289, -0.988, -1.277], [0.274, -1.380, 1.075], [-0.354, 0.294, 0.792], [-0.224, -0.145, -0.049]],
  "gap_ha": 0.3257,
  "charge": 0,
  "smiles": "C=C[C@@H](Cl)n1sccc1=O",
  "e_above_lowest_kcal_mol": 0.0,
  "total_energy_ha": -1220.5147,
  "homo_energy_ev": -8.25,
  "mol_weight_da": 175.64,
  "spin_multiplicity": 1
}

=====

# 3
{
  "formula": "CH8N2O3",
  "method": "ωB97M-V with the def2-TZVPD basis set",
  "symbols": ["N", "C", "N", "O", "H", "H", "H", "H", "O", "H", "H", "O", "H", "H"],
  "coordinates": [[-1.32142, 0.60034, -1.32816], [-0.44323, -0.46057, -1.26856], [-0.96354, -1.51579, -0.49903], [0.55970, -0.53262, -1.95175], [-1.99299, 0.60203, -0.57769], [-1.03876, 1.54250, -1.55345], [-0.37420, -2.31906, -0.52740], [-1.90776, -1.71021, -0.77976], [2.23225, 0.83804, 0.14934], [2.20680, 0.49529, -0.74418], [1.59236, 1.56828, 0.06842], [0.15610, 0.51943, 3.01464], [1.04155, 0.79935, 2.83348], [0.25313, -0.42702, 3.16409]],
  "atomic_forces_ev_per_a": [[-0.462, 0.141, 0.847], [-0.456, -0.212, -1.187], [0.240, 0.947, -0.146], [0.345, 0.201, 0.744], [-0.064, 0.052, 0.088], [0.465, -0.418, -0.383], [0.294, -0.475, -0.179], [-0.319, -0.222, 0.225], [-0.503, 0.851, 0.129], [0.074, -0.551, -0.395], [0.389, -0.326, 0.349], [-0.717, -0.375, 0.256], [0.857, 0.357, -0.299], [-0.144, 0.030, -0.049]],
  "gap_ha": 0.4005,
  "charge": 0,
  "smiles": "NC(N)=O.O.O",
  "e_above_lowest_kcal_mol": 16.4,
  "total_energy_ha": -378.1614,
  "homo_energy_ev": -10.27,
  "mol_weight_da": 96.09,
  "spin_multiplicity": 1
}

=====

# 4
{
  "formula": "C17H11F3NO3S2",
  "method": "ωB97M-V with the def2-TZVPD basis set",
  "symbols": ["F", "C", "F", "F", "S", "N", "C", "O", "C", "C", "C", "C", "C", "C", "S", "O", "O", "H", "H", "H", "H", "C", "C", "C", "C", "C", "C", "C", "C", "C", "H", "H", "H", "H", "H", "H", "H"],
  "coordinates": [[4.23261, -0.52036, 0.60282], [3.83956, -0.27624, 1.86582], [3.82316, -1.42321, 2.57161], [4.74563, 0.57563, 2.41898], [2.07275, 0.64059, 1.85389], [1.68120, 0.06699, 0.06606], [1.49022, -1.27393, -0.30906], [1.87560, -2.26481, 0.30495], [0.61571, -1.22903, -1.51562], [0.43512, 0.06771, -1.96908], [-0.63540, 0.43251, -2.76906], [-1.52242, -0.57287, -3.16861], [-1.30387, -1.90808, -2.78918], [-0.24574, -2.24521, -1.94459], [1.58739, 1.15667, -1.21236], [0.95201, 2.37167, -0.78216], [2.81470, 1.18319, -1.96120], [-0.75632, 1.48642, -3.00366], [-2.37599, -0.30942, -3.79542], [-1.98907, -2.67571, -3.15656], [-0.06258, -3.26508, -1.60786], [0.44013, 0.02403, 2.28182], [0.00491, -1.38634, 1.95770], [-1.21896, -1.39711, 1.33408], [-1.61716, -0.02680, 1.03375], [-0.65758, 0.84405, 1.59686], [-0.77834, 2.21443, 1.48946], [-1.95368, 2.74098, 0.92520], [-2.87332, 1.89110, 0.29499], [-2.68114, 0.50841, 0.28992], [0.47373, 0.21620, 3.37271], [0.60689, -2.20951, 2.32079], [-1.80839, -2.26411, 1.01767], [0.01087, 2.85929, 1.87628], [-2.13638, 3.81696, 0.97284], [-3.73940, 2.31671, -0.21455], [-3.34643, -0.16574, -0.24923]],
  "atomic_forces_ev_per_a": [[1.080, -0.767, 0.036], [-1.272, 1.198, -2.202], [0.260, 0.697, -0.296], [-0.570, -0.727, 0.045], [3.367, 1.742, 5.215], [0.980, -2.239, -1.871], [0.909, 0.804, 0.161], [-0.397, 1.028, -0.964], [-1.141, -0.699, -0.329], [-0.840, -0.063, -0.985], [0.274, -0.280, 0.078], [0.250, -0.050, -0.049], [-0.101, 0.305, -0.243], [0.456, 0.395, -0.124], [-0.265, -1.712, 1.733], [0.437, -0.067, -0.487], [-0.258, 0.397, -0.022], [-0.213, -0.206, -0.139], [0.186, -0.148, 0.203], [0.194, 0.195, 0.206], [-0.195, 0.247, 0.028], [-2.820, 0.307, -0.807], [-1.442, 0.326, 0.530], [1.384, -0.294, 0.185], [0.006, 0.938, -0.243], [-0.218, -0.611, 0.336], [-0.660, 0.237, 0.286], [0.337, -0.206, -0.034], [0.141, 0.072, 0.006], [0.254, -0.344, 0.449], [-0.193, -0.310, -0.689], [-0.332, -0.117, -0.172], [0.409, 0.212, 0.189], [-0.261, -0.082, -0.055], [0.100, -0.306, -0.227], [0.198, -0.091, 0.131], [-0.043, 0.221, 0.121]],
  "gap_ha": 0.1714,
  "charge": -1,
  "e_above_lowest_kcal_mol": 56.3,
  "total_energy_ha": -2030.7761,
  "homo_energy_ev": -1.81,
  "mol_weight_da": 398.41,
  "spin_multiplicity": 1
}